(1)
{
  "formula": "C18H19NO4",
  "method": "ωB97M-V/def2-TZVPD",
  "energy_ha": -1053.0592,
  "smiles": "COC(=O)c1cccc(NC(=O)CCCOc2ccccc2)c1",
  "de_lowest_kcal_mol": 14.8,
  "homo_lumo_gap_ev": 9.0345,
  "max_force_ev_per_a": 0.6,
  "elements": ["C", "O", "C", "O", "C", "C", "C", "C", "C", "N", "C", "O", "C", "C", "C", "O", "C", "C", "C", "C", "C", "C", "C", "H", "H", "H", "H", "H", "H", "H", "H", "H", "H", "H", "H", "H", "H", "H", "H", "H", "H", "H"],
  "positions_angstrom": [[4.194574, -0.889875, 5.888536], [3.638917, -1.407345, 4.689825], [2.439086, -0.919410, 4.344096], [1.850692, -0.091930, 4.998097], [1.924777, -1.505704, 3.083128], [2.635459, -2.462078, 2.362753], [2.094782, -2.967154, 1.194649], [0.862185, -2.537950, 0.733238], [0.147100, -1.581183, 1.451219], [-1.102047, -1.102614, 1.048414], [-1.842320, -1.443195, -0.045471], [-1.512158, -2.261853, -0.872732], [-3.141694, -0.656966, -0.136621], [-2.881623, 0.782466, -0.588692], [-2.211631, 0.823562, -1.959643], [-2.087737, 2.180280, -2.327415], [-1.530231, 2.484616, -3.534096], [-1.465884, 3.843773, -3.844465], [-0.920612, 4.260490, -5.040463], [-0.430689, 3.332532, -5.946770], [-0.493067, 1.986509, -5.640554], [-1.038698, 1.554226, -4.442242], [0.687258, -1.069716, 2.626076], [5.154418, -1.383383, 6.017104], [3.537049, -1.101862, 6.734346], [4.325735, 0.191486, 5.810306], [3.594908, -2.797650, 2.721227], [2.638217, -3.708883, 0.629120], [0.447337, -2.938436, -0.176540], [-1.495325, -0.405646, 1.666432], [-3.781310, -1.157923, -0.864299], [-3.646622, -0.655564, 0.830925], [-2.243847, 1.306335, 0.126171], [-3.826871, 1.324375, -0.649477], [-2.825833, 0.281472, -2.691607], [-1.223650, 0.345596, -1.913793], [-1.852306, 4.551286, -3.127639], [-0.877964, 5.315219, -5.268712], [-0.004475, 3.658691, -6.883240], [-0.114007, 1.254653, -6.338813], [-1.072265, 0.497196, -4.229895], [0.158515, -0.326619, 3.206147]],
  "forces_ev_per_a": [[0.0, 0.3, 0.4], [-0.1, -0.2, -0.4], [0.0, 0.2, 0.3], [0.1, -0.1, -0.1], [-0.1, -0.2, -0.3], [0.0, 0.1, 0.1], [0.0, 0.1, 0.1], [-0.1, -0.1, -0.1], [0.4, -0.2, 0.1], [-0.1, 0.3, 0.3], [-0.5, 0.2, 0.2], [0.1, -0.2, -0.2], [0.1, 0.1, -0.2], [0.1, 0.0, -0.3], [-0.1, -0.2, 0.2], [0.0, 0.2, 0.0], [0.1, 0.1, -0.1], [-0.1, -0.1, 0.2], [0.0, 0.0, 0.1], [0.1, -0.1, -0.2], [0.0, 0.1, -0.1], [-0.1, -0.2, 0.3], [0.1, -0.1, 0.0], [-0.1, 0.0, 0.0], [0.1, 0.0, -0.1], [0.0, -0.1, 0.0], [0.1, 0.0, 0.0], [0.0, -0.1, -0.1], [0.0, 0.0, 0.0], [0.0, -0.1, -0.2], [0.1, -0.1, 0.1], [0.0, 0.0, 0.0], [0.0, 0.1, 0.0], [0.0, 0.0, 0.0], [0.1, 0.0, 0.0], [-0.1, 0.0, -0.1], [0.0, 0.1, 0.1], [0.0, 0.1, 0.0], [0.0, 0.0, -0.1], [0.0, -0.1, 0.0], [0.0, -0.1, 0.1], [-0.1, 0.1, 0.1]],
  "mulliken_charge": [-0.658, -0.301, 0.612, -0.609, -0.065, -0.575, -0.782, -0.462, 0.751, 0.005, 0.570, -0.627, -1.137, -0.522, -0.512, -0.385, 0.561, -0.417, -0.383, -0.546, -0.610, -0.319, -0.559, 0.229, 0.289, 0.289, 0.464, 0.384, 0.544, 0.206, 0.390, 0.391, 0.288, 0.368, 0.410, 0.428, 0.392, 0.366, 0.377, 0.345, 0.388, 0.423]
}

=====

(2)
{
  "formula": "C46H52FN7O4P2SV",
  "method": "ωB97M-V/def2-TZVPD",
  "charge": 4,
  "energy_ha": -4592.0173,
  "spin_multiplicity": 2,
  "de_lowest_kcal_mol": 5.2,
  "homo_lumo_gap_ev": [4.7253, 5.3713],
  "max_force_ev_per_a": 1.1,
  "elements": ["V", "C", "P", "C", "C", "C", "C", "C", "C", "C", "P", "C", "C", "H", "H", "H", "H", "H", "H", "H", "H", "H", "H", "H", "H", "H", "H", "H", "H", "C", "C", "N", "C", "C", "C", "O", "O", "C", "O", "C", "C", "C", "F", "C", "C", "C", "N", "C", "C", "N", "C", "C", "H", "H", "H", "H", "H", "H", "H", "H", "H", "H", "H", "H", "H", "H", "H", "H", "H", "H", "S", "C", "N", "C", "C", "C", "C", "C", "C", "H", "H", "H", "H", "H", "C", "C", "C", "C", "C", "N", "C", "O", "N", "C", "C", "C", "C", "N", "C", "C", "C", "H", "H", "H", "H", "H", "H", "H", "H", "H", "H", "H", "H", "H"],
  "positions_angstrom": [[-1.420422, 1.546175, -0.215223], [-1.800649, -1.551437, 1.554006], [-2.519845, 0.109901, 1.535461], [-4.297032, -0.118414, 1.276307], [-2.292413, 0.878559, 3.156259], [-3.089971, 0.534849, 4.242945], [-2.894340, 1.160270, 5.468487], [-1.911582, 2.128410, 5.614835], [-1.102869, 2.472581, 4.537579], [-1.290204, 1.850916, 3.310147], [-0.222202, 2.181954, 1.899520], [1.271987, 1.179974, 2.098920], [0.322544, 3.902365, 1.922637], [-2.227069, -2.116047, 2.385693], [-0.719745, -1.509499, 1.679789], [-2.044042, -2.064896, 0.622627], [-4.728324, -0.642252, 2.130242], [-4.474894, -0.721937, 0.383500], [-4.792071, 0.846917, 1.169130], [-3.863574, -0.216758, 4.153248], [-3.516174, 0.891400, 6.311689], [-1.769621, 2.616290, 6.569750], [-0.332902, 3.223088, 4.665726], [1.637686, 1.286128, 3.121652], [2.027864, 1.535677, 1.399183], [1.067321, 0.127980, 1.905303], [1.000797, 4.071526, 2.760513], [-0.532279, 4.571850, 2.011539], [0.863980, 4.100638, 0.996883], [4.253112, 2.384260, -6.163134], [4.460614, 1.391689, -5.030383], [3.186143, 0.806029, -4.557890], [2.659958, 1.248314, -3.430550], [1.439579, 0.840712, -2.908783], [1.116672, 1.445790, -1.633084], [1.644001, 2.331580, -1.030015], [-0.049113, 0.851589, -0.997037], [0.634157, -0.133051, -3.637467], [-0.477682, -0.520018, -3.285163], [1.263924, -0.629331, -4.869308], [0.589686, -1.592653, -5.633801], [1.149892, -2.071126, -6.779483], [0.472017, -2.948929, -7.525380], [2.418808, -1.654840, -7.231387], [3.081191, -0.697523, -6.474111], [2.510277, -0.169747, -5.310473], [2.919157, -2.167948, -8.423463], [3.968245, -1.477431, -9.147641], [3.806145, -1.735498, -10.640787], [3.794160, -3.213248, -10.913638], [2.753124, -3.931238, -10.098311], [2.971499, -3.609950, -8.631190], [5.217388, 2.778320, -6.480136], [3.638976, 3.222293, -5.834011], [3.769148, 1.928116, -7.025828], [4.912703, 1.885649, -4.172828], [5.130809, 0.578470, -5.304392], [3.234516, 1.996080, -2.897322], [-0.395058, -1.933453, -5.340017], [4.058129, -0.369912, -6.793256], [4.973301, -1.784601, -8.821844], [3.884672, -0.401966, -8.998819], [4.621478, -1.294718, -11.211506], [2.856324, -1.340930, -10.997164], [4.716471, -3.608471, -10.709226], [3.628924, -3.377061, -11.909795], [2.847653, -4.997275, -10.295488], [1.779465, -3.578984, -10.434292], [3.944731, -4.006967, -8.305878], [2.207433, -4.116469, -8.049550], [-1.666553, 5.827539, -1.651512], [-1.243822, 4.196913, -1.515822], [-1.794020, 3.536440, -0.521511], [-2.645292, 4.357430, 0.222502], [-3.410804, 3.989356, 1.330958], [-4.194564, 4.951700, 1.931227], [-4.230506, 6.266998, 1.446199], [-3.485210, 6.641539, 0.347951], [-2.693831, 5.669054, -0.260365], [-0.559573, 3.734570, -2.214382], [-3.391141, 2.976900, 1.721139], [-4.797509, 4.692672, 2.790984], [-4.855663, 6.998390, 1.939380], [-3.516674, 7.654518, -0.029896], [-7.946576, -2.388792, 0.497478], [-7.186347, -2.419594, -0.797294], [-7.692301, -1.814661, -1.943401], [-7.014209, -1.891629, -3.152270], [-5.818296, -2.590919, -3.241409], [-5.129025, -2.650382, -4.491976], [-3.791780, -2.433115, -4.656559], [-3.140392, -2.801850, -5.604527], [-3.166609, -1.719143, -3.612532], [-3.630934, -0.587262, -2.986209], [-4.714857, 0.195891, -3.384289], [-4.947459, 1.403957, -2.739561], [-4.088332, 1.838382, -1.751193], [-3.074961, 1.056704, -1.332881], [-2.907752, -0.153737, -1.884754], [-5.312038, -3.223480, -2.111159], [-5.982803, -3.122262, -0.904228], [-8.643800, -1.553382, 0.535511], [-7.279493, -2.329775, 1.359163], [-8.529072, -3.304697, 0.613762], [-8.637605, -1.288294, -1.895635], [-7.424972, -1.421286, -4.038233], [-5.557144, -3.167971, -5.247732], [-2.158589, -1.770532, -3.677245], [-5.336566, -0.114017, -4.212630], [-5.770153, 2.036025, -3.042754], [-4.207945, 2.804534, -1.281855], [-2.092025, -0.761705, -1.512988], [-4.405214, -3.811136, -2.184869], [-5.596626, -3.648739, -0.037863]],
  "forces_ev_per_a": [[0.6, -0.5, 0.0], [0.0, 0.0, 0.0], [0.0, 0.0, -0.1], [0.0, 0.0, 0.0], [0.1, 0.1, -0.1], [0.0, 0.0, 0.0], [0.0, 0.0, 0.0], [0.0, 0.0, 0.0], [0.0, 0.0, 0.0], [-0.1, -0.1, -0.1], [-0.1, 0.0, -0.2], [0.0, 0.0, 0.0], [0.0, 0.0, 0.1], [0.0, 0.0, 0.0], [0.0, 0.0, 0.0], [0.0, 0.0, 0.0], [0.0, 0.0, 0.0], [0.0, 0.0, 0.0], [0.0, 0.0, 0.0], [0.0, 0.0, 0.0], [0.0, 0.0, 0.0], [0.0, 0.0, 0.0], [0.0, 0.0, 0.0], [0.0, 0.0, 0.0], [0.0, 0.0, 0.0], [0.0, 0.0, 0.0], [0.0, 0.0, 0.0], [0.0, 0.0, 0.0], [0.0, 0.0, 0.0], [0.0, 0.0, 0.0], [0.1, 0.1, -0.1], [0.0, 0.1, 0.2], [0.0, 0.1, -0.1], [0.1, 0.0, 0.2], [-0.4, -0.6, -0.2], [0.1, 0.1, 0.0], [-0.7, 0.8, 0.4], [0.0, 0.0, 0.1], [0.0, 0.0, 0.1], [0.1, 0.0, -0.1], [0.0, 0.1, 0.1], [0.0, 0.0, 0.1], [-0.1, 0.0, 0.0], [0.0, 0.0, 0.1], [0.0, 0.0, 0.0], [-0.2, -0.2, -0.1], [0.0, 0.0, -0.1], [0.0, 0.0, 0.0], [0.0, 0.1, 0.1], [0.0, 0.0, -0.1], [-0.1, 0.0, 0.1], [0.0, -0.1, 0.0], [0.0, 0.0, 0.0], [0.0, 0.0, 0.0], [0.0, 0.0, 0.0], [0.0, 0.0, 0.0], [0.0, 0.0, 0.0], [0.0, 0.0, 0.0], [0.0, 0.0, 0.0], [0.0, 0.0, 0.0], [0.0, 0.0, 0.0], [0.0, 0.0, 0.0], [0.0, 0.0, 0.0], [0.0, 0.0, 0.0], [0.0, 0.0, 0.0], [0.0, 0.0, 0.0], [0.0, 0.0, 0.0], [0.0, 0.0, 0.0], [0.0, 0.0, 0.0], [0.0, 0.0, -0.1], [0.0, -0.1, 0.1], [0.0, 0.1, -0.1], [0.1, -0.2, 0.0], [-0.1, 0.2, 0.0], [0.0, -0.1, 0.0], [0.0, 0.0, 0.0], [0.0, 0.0, 0.0], [0.0, 0.0, 0.0], [0.1, -0.1, -0.1], [0.0, 0.0, 0.0], [0.0, 0.0, 0.0], [0.0, 0.0, 0.0], [0.0, 0.0, 0.0], [0.0, 0.0, 0.0], [0.0, 0.0, 0.0], [0.1, 0.0, 0.0], [0.0, 0.0, 0.0], [0.0, 0.0, 0.0], [-0.1, -0.1, 0.1], [0.1, 0.0, 0.0], [-0.3, 0.0, -0.1], [0.1, -0.1, 0.0], [0.0, -0.1, 0.0], [0.1, -0.1, 0.0], [-0.1, 0.2, 0.0], [0.0, -0.1, 0.0], [-0.1, 0.0, 0.0], [0.0, 0.2, 0.1], [0.2, 0.2, 0.0], [0.0, 0.0, -0.1], [-0.1, 0.0, 0.0], [0.0, 0.0, 0.0], [0.0, 0.0, 0.0], [0.0, 0.0, 0.0], [0.0, 0.0, 0.0], [0.0, 0.0, 0.0], [0.0, 0.0, 0.0], [0.1, 0.0, 0.0], [0.0, 0.0, 0.0], [0.0, 0.0, 0.0], [0.0, 0.0, 0.0], [0.0, 0.0, -0.1], [0.0, 0.0, 0.0], [0.0, 0.0, 0.0]],
  "mulliken_spin": [1.194, -0.004, -0.062, -0.002, -0.010, -0.002, -0.002, -0.001, -0.006, 0.001, -0.055, -0.004, -0.005, -0.003, -0.001, 0.000, -0.003, 0.005, -0.001, 0.000, 0.000, 0.000, 0.000, -0.003, 0.001, -0.001, -0.003, 0.000, 0.002, 0.000, 0.000, -0.002, -0.001, 0.006, 0.006, -0.005, -0.043, 0.001, -0.001, -0.002, 0.001, 0.000, 0.000, 0.001, -0.001, 0.002, 0.000, 0.000, 0.000, 0.000, 0.000, 0.000, 0.000, 0.000, 0.000, 0.000, 0.000, 0.000, 0.000, 0.000, 0.000, 0.000, 0.000, 0.000, 0.000, 0.000, 0.000, 0.000, 0.000, 0.000, 0.014, 0.060, -0.032, 0.009, -0.008, -0.001, -0.001, 0.003, -0.001, -0.001, 0.002, 0.000, 0.000, 0.000, 0.000, 0.000, 0.000, 0.000, 0.000, 0.000, 0.000, 0.000, 0.000, -0.002, 0.007, -0.002, 0.012, -0.048, 0.011, 0.000, 0.001, 0.000, 0.000, 0.000, 0.000, 0.000, 0.000, 0.000, 0.000, 0.000, 0.001, -0.022, 0.000, 0.000]
}

=====

(3)
{
  "formula": "C10H6Cl2N2O3STiTl",
  "method": "ωB97M-V/def2-TZVPD",
  "charge": 4,
  "energy_ha": -3058.7479,
  "spin_multiplicity": 2,
  "de_lowest_kcal_mol": 0.0,
  "homo_lumo_gap_ev": [4.6761, 4.7159],
  "max_force_ev_per_a": 14.8,
  "elements": ["Tl", "Ti", "Cl", "Cl", "C", "C", "C", "O", "O", "O", "N", "C", "N", "C", "C", "C", "C", "C", "C", "S", "H", "H", "H", "H", "H", "H"],
  "positions_angstrom": [[-2.107257, -4.957621, -2.279516], [0.366540, -1.195336, -0.094004], [-1.628266, -2.520016, -0.379491], [2.073303, -2.040198, -1.204444], [0.792291, -1.418059, 1.720385], [-3.979396, -4.549813, -0.269366], [-1.415424, -6.773923, -0.272086], [1.043486, -1.559500, 2.871326], [-4.566997, -4.145030, 0.619426], [-1.188205, -7.483514, 0.589373], [-2.097683, 0.362457, 0.998032], [-1.198008, 1.235759, 0.496389], [-0.079858, 0.806624, -0.131479], [0.824562, 1.854592, -0.419379], [2.093587, 1.684036, -0.950239], [2.939589, 2.803120, -0.984427], [2.500815, 4.043326, -0.500713], [1.211096, 4.192252, 0.040061], [0.377198, 3.079734, 0.080029], [-1.222387, 2.928585, 0.852695], [-2.915013, 0.779076, 1.433145], [-2.168988, -0.583067, 0.593039], [2.397447, 0.696452, -1.303933], [3.943743, 2.711641, -1.391802], [3.163289, 4.909658, -0.542215], [0.840535, 5.138764, 0.429195]],
  "forces_ev_per_a": [[0.0, -0.6, -1.1], [-2.3, -0.7, -8.2], [2.8, 2.0, 0.7], [-1.8, 1.0, 1.4], [3.4, -1.8, 14.3], [-1.9, 0.9, 2.6], [0.6, -2.1, 2.5], [-1.8, 1.0, -8.1], [1.4, -1.0, -2.2], [-0.6, 1.8, -2.3], [1.1, 1.7, -1.3], [-1.2, -0.9, 1.5], [1.3, -2.1, -0.5], [1.0, -2.0, -0.4], [-0.8, -0.4, 0.1], [0.3, -1.3, -0.6], [-1.5, 1.7, 0.9], [0.3, 0.5, -0.2], [-0.9, 1.5, 1.0], [0.9, 0.4, -0.7], [-0.3, -0.4, 0.2], [-0.4, 0.5, 0.3], [0.2, 0.5, 0.0], [-0.1, 0.0, 0.0], [-0.1, -0.2, 0.0], [0.3, 0.0, -0.1]],
  "mulliken_spin": [0.000, 0.038, -0.003, -0.003, -0.001, 0.000, 0.000, 0.005, 0.000, 0.000, 0.081, 0.041, -0.026, 0.169, 0.035, 0.233, 0.223, -0.070, 0.219, 0.055, -0.002, -0.005, 0.012, -0.006, 0.004, 0.001]
}